Below is a 6-piece molecular cluster, C22H41F2NO7 overall at a distorted geometry, with properties calculated with wB97M-V/def2-TZVPD.

```
73
Properties=species:S:1:pos:R:3
C 2.760 -0.561 -1.957
C 2.447 -1.990 -2.621
F 3.502 -2.885 -2.152
C 1.074 -2.643 -2.149
C -0.231 -2.019 -2.821
C -1.553 -2.259 -1.946
F -1.433 -3.077 -0.770
N -2.101 -0.938 -1.460
C -1.207 0.185 -1.801
O -1.156 1.323 -1.307
C -0.363 -0.439 -3.020
O -1.370 -0.358 -4.104
H 1.915 -0.336 -1.207
H 3.793 -0.479 -1.500
H 2.638 0.217 -2.794
H 2.581 -1.937 -3.751
H 1.044 -2.629 -1.013
H 1.100 -3.750 -2.465
H -0.526 -2.421 -3.839
H -2.423 -2.642 -2.571
H -1.999 -1.045 -0.438
H 0.489 0.160 -3.469
H -0.888 -0.353 -4.954
C -4.293 -4.250 0.073
C -4.503 -5.567 0.770
C -4.532 -5.555 2.275
O -4.642 -6.600 0.142
H -4.293 -4.408 -1.007
H -5.102 -3.562 0.327
H -3.331 -3.825 0.364
H -5.351 -4.925 2.626
H -3.580 -5.187 2.662
H -4.690 -6.572 2.642
C 1.490 5.482 0.582
C 1.059 4.283 -0.222
C -0.362 3.816 -0.064
O 1.832 3.713 -0.970
H 2.537 5.705 0.368
H 0.885 6.349 0.308
H 1.388 5.271 1.648
H -1.051 4.609 -0.366
H -0.546 3.530 0.974
H -0.527 2.944 -0.703
C 2.327 6.603 -5.441
C 2.092 5.294 -4.733
C 2.063 5.314 -3.228
O 1.932 4.260 -5.355
H 2.322 6.437 -6.520
H 1.531 7.308 -5.192
H 3.298 7.012 -5.154
H 1.254 5.962 -2.881
H 3.023 5.665 -2.843
H 1.886 4.303 -2.855
C 2.653 0.786 4.197
C 2.549 0.993 2.709
C 2.215 2.379 2.224
O 2.726 0.076 1.930
H 2.898 -0.259 4.401
H 3.445 1.417 4.606
H 1.699 1.021 4.673
H 2.988 3.081 2.544
H 1.241 2.684 2.612
H 2.173 2.379 1.133
C -1.365 -2.508 5.862
C -2.130 -3.555 5.097
C -1.748 -4.994 5.321
O -3.022 -3.250 4.328
H -1.747 -1.519 5.602
H -1.496 -2.663 6.935
H -0.306 -2.555 5.600
H -1.895 -5.259 6.370
H -0.706 -5.151 5.034
H -2.381 -5.637 4.705
```

Values from the calculation:
* HOMO-LUMO gap: 9.574 eV
* SMILES: C[C@@H](F)C[C@H]1[C@@H](F)NC(=O)[C@@H]1O.CC(C)=O.CC(C)=O.CC(C)=O.CC(C)=O.CC(C)=O
* net charge: 0
* LUMO: 0.32 eV
* E_HOMO: -9.3 eV


Below is C22H42AlNOP3S as an isolated structure at a distorted geometry, with properties calculated with wB97M-V/def2-TZVPD.

```
71
Properties=species:S:1:pos:R:3
Al 0.000 0.000 0.000
P -1.793 -1.482 0.325
P 1.186 -0.613 1.801
P 1.213 -1.290 -1.513
H -0.804 6.470 -7.276
C -0.884 5.587 -7.905
C -2.062 5.053 -8.218
H -2.996 5.478 -7.859
C -3.370 -0.883 1.084
C -1.569 -2.987 1.380
C -2.441 -2.257 -1.214
C 2.829 0.209 1.980
C 0.537 -0.343 3.515
C 1.685 -2.382 2.042
C 0.660 -1.175 -3.267
C 1.452 -3.119 -1.370
C 2.967 -0.770 -1.699
H 0.050 5.162 -8.264
H -2.141 4.170 -8.847
H -3.669 0.063 0.627
H -3.226 -0.709 2.154
H -4.176 -1.614 0.952
H -1.281 -2.684 2.391
H -0.772 -3.614 0.972
H -2.490 -3.578 1.436
H -2.843 -1.474 -1.864
H -3.225 -2.991 -1.001
H -1.605 -2.719 -1.744
H 3.332 -0.071 2.912
H 2.680 1.291 1.948
H 3.465 -0.064 1.133
H 1.223 -0.762 4.259
H -0.434 -0.835 3.616
H 0.408 0.723 3.715
H 2.761 -2.463 2.235
H 1.434 -2.977 1.163
H 1.146 -2.796 2.899
H 1.114 -1.980 -3.856
H 0.959 -0.207 -3.674
H -0.427 -1.245 -3.331
H 1.660 -3.547 -2.357
H 0.557 -3.592 -0.959
H 2.298 -3.339 -0.713
H 3.401 -1.157 -2.628
H 3.546 -1.128 -0.844
H 3.000 0.322 -1.703
C -0.689 1.396 -2.747
C 0.380 2.320 -2.650
C 0.683 3.184 -3.701
C -0.054 3.168 -4.886
C -1.115 2.262 -4.999
C -1.430 1.395 -3.958
O -1.051 0.553 -1.794
H 1.221 1.064 -0.270
H 0.962 2.325 -1.733
H 1.511 3.881 -3.588
H 0.189 3.843 -5.702
H -1.704 2.230 -5.913
H -2.258 0.697 -4.049
S -1.322 1.608 1.094
C -1.058 2.187 2.584
N -1.872 1.790 3.609
C -1.719 2.272 4.872
C -0.718 3.204 5.148
C 0.117 3.637 4.115
C -0.052 3.133 2.821
H -2.636 1.100 3.436
H -2.375 1.933 5.664
H -0.596 3.589 6.151
H 0.890 4.366 4.317
H 0.592 3.474 2.020
```

Values from the calculation:
* HOMO-LUMO gap (alpha / beta): 3.894 / 2.747 eV
* net charge: +3
* LUMO (alpha / beta): -12.09 / -13.27 eV
* E_HOMO (alpha / beta): -16.0 / -16.0 eV